{
  "formula": "C7H11NO2Si",
  "method": "ωB97M-V with the def2-TZVPD basis set",
  "symbols": ["C", "C", "C", "C", "C", "C", "C", "N", "O", "O", "Si", "H", "H", "H", "H", "H", "H", "H", "H", "H", "H", "H"],
  "coordinates": [[-0.399, 0.162, -1.544], [0.814, 0.665, -1.654], [2.556, 0.453, 0.093], [1.815, 0.069, 1.395], [0.548, 0.668, 0.711], [-0.771, -0.015, -0.136], [-0.919, -1.464, 0.267], [1.415, 0.969, -0.476], [3.714, 0.383, -0.185], [0.080, -2.233, -0.237], [-2.360, 0.989, 0.247], [-1.056, -0.235, -2.308], [1.398, 0.861, -2.606], [1.911, -0.994, 1.731], [2.015, 0.704, 2.350], [0.165, 1.375, 1.482], [-1.855, -1.928, -0.168], [-0.810, -1.627, 1.422], [0.027, -2.175, -1.211], [-2.518, 0.951, 1.690], [-3.407, 0.097, -0.554], [-2.364, 2.324, -0.307]],
  "gap_ev": 9.302,
  "multiplicity": 1,
  "lumo_energy_ev": 0.63,
  "energy_ev": -20896.7233,
  "smiles": "O=C1C[C@H]2N1C=C[C@@]2([SiH3])CO",
  "charge": 0
}